(1)
114
Properties=species:S:1:pos:R:3:mulliken_charge:R:1 method="wB97M-V/def2-TZVPD" e_tot_ev=-137836.889 total_charge=-2 mol_weight_g_mol=1596.22
Ca 1.251 -1.151 0.407 1.981
C -0.440 -2.719 -5.797 -0.640
C 0.869 -2.340 -6.107 -0.724
C 1.804 -2.107 -5.115 0.113
C 1.400 -2.249 -3.797 -0.616
C 2.053 -1.985 -2.529 0.258
N 1.159 -2.112 -1.516 -0.159
C -0.023 -2.569 -2.030 -0.754
N -1.015 -3.037 -1.325 -0.687
C -0.895 -2.932 0.025 -0.273
C -0.616 -4.049 0.857 0.402
C -0.524 -5.420 0.624 -0.839
C 0.050 -6.210 1.592 -0.623
C 0.519 -5.663 2.800 -0.843
C 0.401 -4.319 3.070 -0.471
C -0.143 -3.492 2.088 0.902
C -0.345 -2.092 1.960 -0.166
N -0.159 -1.165 2.949 -0.066
C 1.108 -0.992 3.251 -0.906
N 2.098 -1.275 2.374 -0.336
C 3.264 -0.753 2.828 -0.333
N 4.378 -0.619 2.136 -0.576
C 4.445 -0.910 0.829 -0.621
N 3.449 -1.350 0.018 -0.537
C 3.893 -1.228 -1.294 0.219
N 3.313 -1.636 -2.445 -0.782
C 5.282 -0.837 -1.299 0.154
C 6.215 -0.676 -2.318 -0.001
C 7.509 -0.363 -1.959 -0.680
C 7.865 -0.168 -0.621 -0.675
C 6.934 -0.269 0.392 -0.099
C 5.637 -0.636 0.054 0.405
C 3.047 -0.181 4.149 -0.221
C 3.870 0.473 5.050 -0.143
C 3.304 0.947 6.219 -0.569
C 1.941 0.801 6.481 -0.859
C 1.102 0.177 5.575 0.016
C 1.662 -0.311 4.408 0.653
N -0.758 -1.773 0.711 0.264
C 0.068 -2.616 -3.478 0.218
C -0.853 -2.859 -4.484 0.107
H -1.144 -2.892 -6.603 0.410
H 1.143 -2.210 -7.145 0.384
H 2.814 -1.795 -5.345 0.576
H -0.888 -5.835 -0.307 0.457
H 0.166 -7.273 1.419 0.380
H 0.987 -6.318 3.525 0.388
H 0.768 -3.899 4.002 0.450
H 5.930 -0.807 -3.353 0.488
H 8.264 -0.258 -2.727 0.391
H 8.891 0.078 -0.382 0.373
H 7.188 -0.080 1.425 0.544
H 4.919 0.610 4.835 0.551
H 3.929 1.448 6.947 0.383
H 1.534 1.196 7.402 0.417
H 0.040 0.081 5.762 0.652
H -1.872 -3.128 -4.240 0.547
Te 2.511 0.667 -1.522 0.621
Te 3.904 2.456 -2.870 -0.406
Te 3.070 4.375 0.487 -0.514
Te 1.980 1.907 0.691 0.127
F -4.580 1.752 7.099 -0.374
C -3.962 1.628 5.888 0.259
C -4.626 0.997 4.858 -0.814
C -3.981 0.865 3.640 -0.450
C -2.692 1.336 3.448 0.849
C -2.057 1.966 4.506 -0.578
C -2.686 2.129 5.728 -0.726
Sb -1.630 1.015 1.567 -0.227
C -1.761 3.185 1.054 0.753
C -0.917 4.010 1.791 -0.469
C -0.763 5.357 1.504 -0.948
C -1.467 5.882 0.439 0.335
F -1.361 7.200 0.138 -0.373
C -2.300 5.095 -0.330 -1.188
C -2.431 3.751 -0.019 0.228
C -3.417 0.090 0.739 0.455
C -4.307 0.683 -0.139 -0.592
C -5.391 -0.012 -0.649 -0.755
C -5.580 -1.323 -0.263 0.123
F -6.652 -2.012 -0.757 -0.396
C -4.730 -1.943 0.630 -0.625
C -3.658 -1.221 1.124 0.102
H -5.624 0.611 5.012 0.483
H -4.504 0.372 2.833 0.305
H -1.047 2.334 4.387 0.352
H -2.199 2.627 6.553 0.444
H -0.329 3.601 2.604 0.435
H -0.079 5.978 2.059 0.472
H -2.817 5.530 -1.174 0.432
H -3.054 3.152 -0.660 0.069
H -4.163 1.707 -0.435 0.460
H -6.089 0.455 -1.331 0.470
H -4.913 -2.965 0.929 0.477
H -3.005 -1.695 1.841 0.391
C -0.423 2.221 -5.472 -1.340
C -1.937 2.047 -5.368 0.861
C -2.564 3.253 -4.672 -1.564
C -2.301 0.732 -4.648 -1.269
N -1.742 0.695 -3.335 1.188
C -0.511 0.332 -2.933 -2.440
N -0.394 0.632 -1.663 0.547
N -1.547 1.177 -1.298 0.612
N -2.360 1.228 -2.276 -1.144
H -0.188 3.107 -6.056 0.461
H 0.040 1.360 -5.949 0.320
H 0.030 2.360 -4.491 0.241
H -2.353 1.969 -6.378 0.384
H -2.130 3.405 -3.687 0.275
H -3.639 3.126 -4.558 0.370
H -2.380 4.151 -5.257 0.461
H -1.926 -0.131 -5.205 0.222
H -3.385 0.648 -4.537 0.384
H 0.230 -0.112 -3.563 1.339

=====

(2)
41
Properties=species:S:1:pos:R:3:mulliken_charge:R:1 method="wB97M-V/def2-TZVPD" e_tot_ev=-45667.306 de_lowest_ev=1.601 total_charge=-1 mol_weight_g_mol=315.63
Cl -1.282 -0.349 0.311 1.366
O -2.295 -1.045 -0.573 -0.832
O -1.497 1.133 0.251 -0.551
O -1.534 -0.817 1.739 -0.597
O 0.093 -0.718 -0.113 -0.211
O -0.451 -2.642 4.192 -0.615
H -0.975 -2.069 3.698 0.294
H -0.476 -3.449 3.687 0.312
O -1.345 4.141 0.118 -0.604
H -0.570 4.300 0.621 0.316
H -1.450 3.214 0.022 0.345
O -1.106 2.030 3.353 -0.673
H -0.596 2.230 2.581 0.372
H -1.659 1.358 3.013 0.336
O 1.232 2.571 1.652 -0.608
H 0.903 2.486 0.739 0.358
H 1.404 3.477 1.720 0.321
O 1.491 -2.497 1.442 -0.736
H 1.074 -2.231 0.631 0.237
H 1.541 -1.708 1.981 0.428
O -1.448 2.387 -2.555 -0.629
H -1.258 1.984 -3.399 0.279
H -2.158 1.901 -2.157 0.307
O 1.950 -2.996 -1.738 -0.629
H 1.165 -2.712 -1.332 0.317
H 1.729 -3.593 -2.504 0.283
O -0.620 -0.947 -2.790 -0.596
H -1.167 -0.430 -3.286 0.244
H -1.049 -0.840 -1.951 0.222
O -0.702 -3.591 -0.702 -0.661
H -1.041 -3.643 -1.664 0.324
H -1.237 -2.844 -0.381 0.325
O 0.804 1.918 -0.923 -0.600
H 0.912 0.986 -1.127 0.126
H 0.136 2.205 -1.569 0.397
O 2.340 -0.006 2.198 -0.712
H 2.356 0.073 1.204 0.330
H 1.640 0.592 2.505 0.342
O 2.000 -0.086 -2.769 -0.586
H 1.077 -0.400 -2.753 0.407
H 2.072 0.646 -3.365 0.252

=====

(3)
9
Properties=species:S:1:pos:R:3:mulliken_charge:R:1 method="wB97M-V/def2-TZVPD" smiles="C/N=[N+](/[O-])OCl" e_tot_ev=-20677.248 de_lowest_ev=3.716 mol_weight_g_mol=110.50
C -0.280 0.695 -0.955 -0.652
N -0.799 0.360 0.323 -0.409
N -0.211 -0.167 1.220 1.012
O -0.501 -0.428 2.330 -0.578
O 1.268 -0.678 0.853 -0.328
Cl 1.027 -2.141 0.094 0.036
H 0.773 0.967 -0.904 0.327
H -0.401 -0.144 -1.643 0.302
H -0.875 1.535 -1.319 0.289

=====

For each record above, in turn, the calculated gap between HOMO and LUMO values are 4.795, 9.070, 10.354 eV.